{"formula": "C3H4N2O2", "method": "wB97M-V/def2-TZVPD", "elements": ["O", "C", "N", "C", "C", "N", "O", "H", "H", "H", "H"], "coordinates": [[-2.66088, 2.03341, 0.72617], [-1.98071, 1.09551, 0.64767], [-1.09376, 0.30196, 0.77231], [-0.55250, -0.64709, -0.23026], [0.99787, -0.26429, -0.42392], [1.79641, -0.51248, 0.75742], [2.87027, 0.08033, 0.70309], [-0.92346, -0.48915, -1.18448], [-0.74807, -1.52004, 0.28797], [1.32808, -0.86643, -1.23964], [0.96676, 0.78827, -0.81634]], "forces_ev_per_angstrom": [[-1.10, 0.13, -0.30], [0.49, 1.51, 0.70], [0.44, -1.05, -1.04], [2.99, 2.91, 2.32], [-3.30, 0.51, -0.41], [2.31, 1.24, -0.14], [-1.85, -1.06, 0.34], [-1.40, -0.22, -1.64], [0.10, -2.53, -0.12], [0.75, -0.70, -0.48], [0.58, -0.74, 0.77]], "smiles": "O=C=NCCN=O", "total_energy_ev": -10247.70999, "relative_energy_kcal_mol": 105.0, "molar_mass_g_mol": 100.1}